Density functional theory data (the ωB97M-V functional and the def2-TZVPD basis) for a cluster of 7 separate species, C23H50N6O10 in total in a non-equilibrium geometry.

The calculation puts the energy above the lowest of the compared OMol25 structures with the same formula, charge and spin at 0.0 kcal per mole. The SMILES is CC[C@]1(O)COC(=O)O1.CNC(C)=O.CNC(C)=O.CNC(C)=O.CNC(C)=O.CNC(C)=O.CNC(C)=O.

```
! RIJCOSX wB97M-V def2-TZVPD def2/J DEFGRID3
* xyz 0 1
H -5.242 -7.579 0.050
O -4.073 1.602 2.200
O 2.990 1.641 1.702
H 11.786 1.025 -0.599
O 10.185 1.004 -3.573
O 7.898 1.549 -1.011
H -6.164 -7.222 1.528
C -2.834 -5.725 2.173
O 9.992 3.413 -3.806
H 7.972 4.494 -0.053
H -6.084 0.319 1.384
H 6.130 1.358 0.568
H -7.962 1.953 -3.062
H -3.329 -1.919 0.649
C 8.778 -0.886 -1.799
H -10.364 -3.592 0.902
H 10.916 -1.391 -1.144
H 0.876 4.982 3.115
C 10.336 -1.111 -2.084
H -3.297 -6.151 3.066
C 0.542 4.203 2.427
H -6.834 3.224 -3.562
N -4.916 -5.708 0.871
O 11.566 2.419 -2.343
H -4.246 1.899 -1.286
O -6.570 1.485 -1.016
N 1.703 3.454 1.991
H -1.942 -1.987 1.755
H -9.090 -4.672 1.491
H 5.761 4.344 0.717
N 6.304 2.331 0.356
H -5.103 -0.464 0.136
H 0.087 4.670 1.552
O 12.278 -0.005 -3.443
H -1.763 -1.241 0.149
H 8.195 -0.422 -2.660
C 1.948 2.123 2.132
C 7.648 3.931 -0.931
H -6.598 1.534 -4.110
C -6.917 2.171 -3.282
C -5.186 -0.273 1.208
H -7.873 -0.976 0.141
N -4.740 2.107 -2.144
N -2.760 -0.096 1.557
H 8.464 3.920 -1.655
C -6.081 1.892 -2.061
C 0.906 1.286 2.825
H -3.466 3.502 -2.988
C -3.981 0.488 1.694
H 12.147 0.347 -4.349
H 8.281 -1.904 -1.590
H -4.433 -7.621 1.634
H 4.449 3.143 0.763
H -9.435 0.062 1.739
H 2.444 3.951 1.518
C 7.304 2.518 -0.542
H -3.231 1.825 -3.531
C -5.193 -7.119 1.039
C -2.445 -1.393 0.990
C -9.773 -0.717 1.052
H 0.760 1.639 3.848
C 11.151 1.279 -1.506
H -5.567 -5.151 0.330
H -4.604 2.775 -4.146
C -3.977 2.582 -3.279
H 1.240 0.249 2.863
N -8.617 -1.471 0.616
H -2.060 -5.025 2.487
H -2.002 0.473 1.904
C -9.422 -3.634 1.453
H 5.626 3.223 2.094
H 10.045 1.524 -1.291
H 8.681 -0.246 -0.853
H -10.227 -0.248 0.177
H -0.035 1.326 2.272
C 5.493 3.332 1.015
H -0.193 3.572 2.924
H -2.368 -6.511 1.576
O -7.338 -3.286 0.328
H -10.510 -1.344 1.550
C -3.865 -4.995 1.354
H -5.279 -1.214 1.755
H 10.493 -1.963 -2.848
C -8.377 -2.801 0.758
H 6.784 4.414 -1.393
C 10.505 2.395 -3.329
O -3.780 -3.795 1.118
C 11.045 0.188 -2.699
H -9.566 -3.280 2.476
*
```



Density functional theory data (the ωB97M-V functional and the def2-TZVPD basis) for a cluster of 8 separate species, C23H51N2O7S in total.

The value obtained for the calculated total energy is -1941.082144 hartree.

```
! RIJCOSX wB97M-V def2-TZVPD def2/J DEFGRID3
* xyz 1 1
C -2.867 3.770 4.316
H -1.063 -0.964 3.736
H -5.725 -0.866 3.158
H 6.611 4.637 4.680
H -3.002 -2.224 6.163
H -3.591 0.706 2.808
H 1.281 -1.703 -4.830
C -3.018 1.623 2.902
H 4.727 5.745 1.567
O -3.345 -1.389 3.807
C -3.827 -1.163 -2.350
H -1.810 3.598 4.534
H 0.219 0.217 3.498
O 6.433 3.346 2.523
H -1.974 1.372 3.092
O 0.754 -2.013 1.446
N -0.260 -2.641 -3.759
H -0.754 -1.179 -7.766
O -4.162 -1.914 -4.581
C -5.686 -1.213 4.187
H -6.318 -2.095 4.307
H 5.669 4.661 0.508
C 5.537 -0.356 -0.091
H 6.393 6.136 1.194
H -5.540 -3.413 -2.252
H -0.352 -2.764 -2.762
S 1.825 -0.612 -1.245
C -4.217 -2.178 -3.403
C 6.165 4.523 2.589
H -2.347 -1.301 -7.007
H -3.339 4.271 5.156
H 2.063 -1.661 -0.448
H 5.259 1.023 1.525
H -2.910 4.408 3.431
H -1.958 -0.456 1.231
C 6.274 5.293 3.882
C 5.709 5.306 1.381
C 0.000 -1.173 1.904
C 5.282 -1.663 0.616
H 5.308 5.730 4.142
H 0.653 -1.461 3.913
H -4.667 -0.975 -1.679
H -4.921 -4.168 -3.743
H 6.175 1.675 0.152
O -0.579 0.425 -5.153
H 2.333 -0.641 -3.436
C -4.056 -2.029 5.985
H -0.895 -1.748 -6.083
C 5.996 0.790 0.756
H 6.915 0.521 1.280
H 3.039 -3.238 -3.419
H -6.076 -0.436 4.847
H -4.422 -1.284 6.694
O -4.495 2.077 4.705
C -4.270 -1.535 4.580
H -3.521 -0.234 -2.826
C 1.107 -2.615 -4.247
C -1.590 1.488 -7.032
C -1.297 -1.069 -6.827
H 4.995 -2.412 -0.119
C -0.902 -0.405 0.967
H -3.073 2.198 1.974
C -1.113 0.306 -6.242
H -0.791 -1.832 -4.055
H -3.013 -1.553 -1.734
H 1.718 -3.172 -2.248
O 5.364 -0.263 -1.291
C -4.671 -3.526 -2.903
H 3.598 -1.269 -2.575
H 6.179 -1.997 1.138
H -4.635 -2.938 6.154
H -0.637 0.656 0.973
H -3.883 -3.991 -2.306
C -3.558 2.457 4.043
H -0.738 -0.822 -0.025
H 6.973 6.123 3.765
C 2.139 -2.700 -3.135
H 4.497 -1.551 1.367
N 2.578 -1.310 -2.701
H 1.290 -3.441 -4.940
C -0.044 -0.835 3.362
H -1.095 1.507 -8.005
H -1.391 2.411 -6.494
H -2.660 1.392 -7.225
*
```



Density functional theory data (the ωB97M-V functional and the def2-TZVPD basis) for a cluster of 3 separate species, C23H51N7O4P2 in total in a non-equilibrium geometry.

The value obtained for the calculated total energy is -2273.777361 hartree. The SMILES is CN(C)P(=O)(N(C)C)N(C)C.CN(C)P(=O)(N(C)C)N(C)C.NCCCCCC1=CC(=O)C=CC1=O.

```
! RIJCOSX wB97M-V def2-TZVPD def2/J DEFGRID3
* xyz 0 1
H -0.175 5.616 -2.004
H -1.186 -0.949 -1.241
H 10.301 1.137 -1.341
C 7.146 -1.489 -2.786
C -0.598 -0.061 -1.489
H -7.664 -3.575 2.404
H 10.369 -2.433 -1.567
C -4.797 -3.457 0.695
H -7.972 -2.266 3.911
C -6.223 0.506 3.463
H 6.616 -1.712 -0.101
C 3.939 0.536 -0.556
N -6.371 -0.944 3.560
C 9.344 0.646 -1.121
H -8.391 -0.592 4.016
C 8.166 -0.410 -3.256
N -2.560 3.057 -2.237
H -1.082 1.456 0.837
C 0.346 4.886 -1.369
P -0.875 2.580 -2.063
C 4.735 -0.565 0.090
C 4.896 -0.166 -2.673
H -5.198 0.807 3.673
N -5.306 -3.071 4.180
H -6.461 -4.867 2.386
H -3.251 -3.691 4.207
C -3.436 2.043 -2.875
H -2.744 1.770 0.239
H -4.177 -4.275 1.086
H -4.125 -2.663 0.370
H -6.503 0.883 2.472
H -4.306 -1.942 5.705
C -1.453 4.362 0.094
H -0.339 -0.149 -2.543
H -7.187 -4.270 0.894
C 4.009 0.742 -1.852
O 4.514 -0.971 1.193
O 4.742 -0.212 -3.861
H -3.743 4.546 -3.194
H -4.388 -4.829 4.952
H 10.003 -0.693 0.397
N -1.381 1.146 -1.243
C -6.803 -3.959 1.869
H -2.197 0.146 0.421
N -5.756 -2.972 1.686
H 1.176 4.482 -1.948
H -1.979 3.594 0.650
H 3.316 1.141 0.103
H 8.783 1.609 -2.963
N 10.674 -1.483 -1.390
H -2.198 5.130 -2.637
C -1.858 1.142 0.128
H -2.269 4.118 -4.081
P -5.100 -1.901 2.881
H 8.703 -1.406 -0.535
H -6.070 -1.857 5.771
H 0.326 -0.081 -0.898
C 8.355 0.813 -2.331
C -4.254 -4.119 4.136
C 5.894 -1.146 -0.687
H -8.122 -1.293 2.412
C 5.977 -0.955 -1.989
C -5.229 -2.506 5.550
H -6.849 1.000 4.212
H 7.787 -0.020 -4.215
H 8.887 1.182 -0.274
H 9.133 -0.866 -3.500
H -3.043 1.717 -3.841
H -4.306 -4.702 3.216
C 9.602 -0.788 -0.628
H -2.202 5.051 -0.323
O 0.565 2.146 -2.266
H -5.308 -3.817 -0.200
H 0.787 5.424 -0.527
C -7.773 -1.295 3.452
H -0.885 4.920 0.843
H -3.571 1.169 -2.246
H 6.724 -1.946 -3.697
C -2.694 4.269 -3.085
H 7.416 1.227 -1.942
H 7.661 -2.303 -2.261
H 10.884 -0.990 -2.247
N -0.546 3.826 -0.904
H -5.271 -3.310 6.288
H 3.439 1.528 -2.345
H -4.435 2.457 -3.029
O -4.605 -0.843 1.915
*
```